Record 1
Entry from the Open Molecules 2025 dataset: C41H49BMoO2P2 as an isolated structure at a distorted geometry (the ωB97M-V functional and the def2-TZVPD basis).

```
96
Properties=species:S:1:pos:R:3:forces:R:3
Mo -1.904 1.096 -4.370 -3.678 3.579 7.532
C -3.021 1.066 -5.952 -1.593 -1.033 -1.226
C -2.523 -0.289 -5.586 0.326 -1.809 -2.110
C -1.338 -0.904 -6.313 -0.242 -0.751 -0.718
C -0.038 -0.107 -6.124 1.062 -0.392 -0.400
C -0.027 0.769 -4.883 1.722 -0.653 -0.814
C -0.381 2.208 -4.955 1.432 -0.569 -0.383
C -1.024 2.767 -6.191 0.846 1.211 -0.888
C -2.226 2.001 -6.830 -0.407 0.442 -1.428
C 1.857 0.076 0.138 -0.686 -0.073 0.086
H -4.116 1.197 -5.940 0.599 0.046 0.097
H -3.233 -1.036 -5.208 -0.182 0.518 -0.195
H -1.560 -1.033 -7.385 0.142 0.064 0.181
H -1.178 -1.930 -5.941 -0.130 0.285 0.043
H 0.793 -0.823 -6.025 -0.166 0.084 -0.148
H 0.225 0.473 -7.019 -0.233 0.000 0.150
H 0.691 0.462 -4.128 0.236 0.344 0.091
H 0.219 2.865 -4.330 -0.303 0.104 0.044
H -0.262 2.927 -6.965 -0.144 -0.162 -0.158
H -1.344 3.793 -5.966 -0.116 -0.252 0.159
H -2.931 2.781 -7.161 0.300 -0.297 0.037
H -1.898 1.505 -7.756 0.004 0.022 0.298
H 1.023 0.770 -0.020 0.114 -0.170 0.161
H 2.634 0.563 0.745 -0.127 -0.183 -0.315
H 1.508 -0.818 0.671 0.150 0.196 0.057
P -0.600 -2.152 -0.798 -0.754 -0.447 -2.228
P 2.561 -0.398 -1.433 2.204 1.883 0.690
C 0.616 -2.347 -2.080 0.685 1.144 -0.462
C 1.624 -1.480 -2.442 -1.292 -1.929 0.027
C -2.152 -2.891 -1.384 -0.120 -0.299 1.087
C -2.849 -3.037 -2.609 0.252 -0.346 0.115
C -3.900 -3.961 -2.685 0.407 0.507 -0.110
C -4.298 -4.707 -1.581 -0.006 -0.283 0.651
C -3.672 -4.510 -0.354 0.230 0.456 -0.174
C -2.640 -3.580 -0.251 -0.246 -0.646 -0.173
C -3.023 1.746 -2.646 1.289 -1.262 -0.262
C -2.930 3.134 -2.458 -0.602 -0.293 0.278
C -3.876 3.773 -1.644 0.076 -0.256 -0.042
C -4.870 2.993 -1.030 -0.056 -0.010 0.147
C -4.926 1.594 -1.176 0.159 0.058 -0.192
C -3.977 0.958 -1.995 -0.366 0.923 0.434
C 4.097 -1.282 -0.985 -0.133 -0.626 -0.206
C 3.942 -2.538 -0.365 0.004 0.171 -0.203
C 5.055 -3.304 -0.026 -0.153 0.094 0.045
C 6.336 -2.821 -0.308 -0.138 0.285 -0.137
C 6.504 -1.572 -0.924 -0.315 -0.167 0.237
C 5.384 -0.797 -1.248 0.052 0.099 -0.211
C 2.961 1.134 -2.314 -0.174 0.204 -0.442
C 2.489 2.388 -1.875 0.068 -0.240 0.038
C 2.800 3.549 -2.586 0.107 -0.184 -0.019
C 3.580 3.475 -3.745 -0.176 -0.243 0.171
C 4.022 2.233 -4.210 -0.066 -0.140 0.167
C 3.709 1.068 -3.504 0.009 0.078 0.016
H 0.471 -3.270 -2.674 -0.260 0.735 0.118
H 2.076 -1.661 -3.419 0.183 -0.043 0.188
H -2.593 -2.455 -3.487 0.212 -0.052 0.045
H -4.416 -4.130 -3.622 0.106 0.251 -0.021
H -5.101 -5.451 -1.649 0.346 0.376 -0.141
H -3.946 -5.065 0.527 -0.205 -0.113 0.051
H -2.142 -3.453 0.706 -0.099 -0.032 0.009
H -2.128 3.682 -2.955 -0.240 0.118 0.127
H -3.838 4.861 -1.492 -0.103 -0.582 -0.045
H -5.621 3.493 -0.409 0.280 -0.210 -0.229
H -5.714 1.017 -0.666 0.412 0.369 -0.284
H -3.965 -0.122 -2.145 -0.219 0.163 0.109
H 2.935 -2.912 -0.168 0.271 -0.071 0.012
H 4.913 -4.279 0.454 0.119 0.446 -0.208
H 7.206 -3.420 -0.044 -0.181 0.150 -0.105
H 7.509 -1.203 -1.144 -0.398 -0.088 0.093
H 5.516 0.180 -1.718 0.009 -0.310 0.131
H 1.890 2.460 -0.967 0.153 0.091 -0.258
H 2.441 4.516 -2.225 0.125 -0.363 -0.119
H 3.832 4.385 -4.289 -0.064 -0.261 0.133
H 4.621 2.167 -5.121 -0.215 0.012 0.309
H 4.063 0.102 -3.871 -0.034 0.263 0.022
C -1.674 -0.940 3.787 0.064 0.263 0.414
C -2.048 -0.516 2.388 -0.517 0.435 0.628
C -3.502 -0.897 2.059 0.080 0.022 -0.205
O -1.152 -1.326 1.620 0.219 -0.091 -3.496
B -1.068 -0.692 0.355 -0.644 1.903 3.597
O -1.424 0.663 0.459 0.799 -1.897 -1.306
C -1.683 0.933 1.874 -0.165 -0.534 1.730
C -2.785 1.955 2.103 -0.418 0.086 -0.273
C -0.418 1.460 2.555 0.431 0.160 -0.282
H -1.815 -2.028 3.851 -0.149 0.343 0.097
H -2.271 -0.441 4.552 0.096 -0.053 0.036
H -0.606 -0.757 3.947 -0.247 0.052 0.161
H -3.603 -1.990 2.018 0.044 0.269 0.225
H -4.178 -0.506 2.832 0.181 -0.121 -0.265
H -3.825 -0.508 1.080 0.135 -0.039 0.273
H -3.091 1.952 3.165 0.244 -0.125 -0.389
H -2.440 2.972 1.875 -0.032 -0.296 -0.051
H -3.675 1.757 1.499 0.172 0.012 0.048
H 0.459 0.830 2.362 -0.209 0.003 0.159
H -0.191 2.467 2.184 -0.057 -0.218 -0.002
H -0.548 1.545 3.645 -0.094 -0.103 -0.433
```
Positions in Å, forces in eV/Å.

LUMO (spin up / spin down): -6.55 / -8.80 eV
Multiplicity: 3
Highest occupied orbital energy (spin up / spin down): -11.19 / -11.65 eV
Total charge: +2

Record 2
Entry from the Open Molecules 2025 dataset: C41H49BaN10O5S2 as an isolated structure at a distorted geometry (the ωB97M-V functional and the def2-TZVPD basis).

```
108
Properties=species:S:1:pos:R:3:forces:R:3
Ba -0.511 0.150 -0.197 2.138 -1.064 0.612
C 1.493 3.029 2.803 -0.057 0.059 0.090
C 2.238 1.696 2.738 0.035 -0.112 -0.207
C 1.463 0.469 3.230 -0.054 0.006 -0.167
N 1.308 -0.544 2.186 -0.053 -0.049 0.091
C 1.041 -1.737 2.601 -0.053 -0.211 -0.048
C 0.775 -2.075 3.997 0.062 0.092 -0.740
C 1.047 -3.227 4.669 0.113 -0.328 0.359
C 1.595 -4.441 4.216 -0.136 0.409 0.218
C 1.675 -4.786 2.888 0.103 -0.396 -0.464
C 1.228 -4.137 1.744 -0.047 0.338 0.099
C 0.743 -2.804 1.563 0.336 -0.116 0.636
N 0.057 -2.384 0.548 -0.650 0.046 -0.303
C -0.856 -3.310 -0.116 0.102 0.016 0.740
C -2.120 -3.422 0.774 0.018 0.115 -0.021
C -3.063 -2.199 0.786 0.427 0.012 0.368
N -2.473 -0.914 1.170 -0.406 0.041 -0.259
C -2.794 -0.308 2.268 -0.076 0.497 0.312
C -3.394 -0.967 3.405 0.275 0.177 -0.331
C -4.178 -0.468 4.410 -0.220 -0.150 0.264
C -4.738 0.800 4.588 0.124 -0.187 -0.060
C -4.450 1.893 3.791 -0.073 0.414 -0.063
C -3.465 2.094 2.841 0.005 -0.377 -0.049
C -2.451 1.200 2.366 -0.057 -0.601 0.102
N -1.308 1.595 1.884 -0.050 0.139 0.194
C -0.973 3.016 1.941 -0.088 -0.307 -0.075
C 0.509 3.302 1.656 -0.171 -0.032 -0.028
H 2.228 3.838 2.818 -0.028 -0.031 0.009
H 0.954 3.099 3.754 -0.003 -0.005 0.074
H 3.164 1.777 3.312 0.008 0.032 0.027
H 2.534 1.510 1.696 0.010 -0.013 0.155
H 0.467 0.783 3.558 -0.044 -0.008 0.017
H 1.960 0.039 4.107 0.058 0.038 -0.022
H 0.317 -1.284 4.570 -0.057 0.125 0.059
H 0.823 -3.177 5.733 0.015 -0.065 0.018
H 1.891 -5.174 4.954 0.011 -0.015 0.034
H 2.083 -5.776 2.689 -0.013 -0.001 0.037
H 1.266 -4.722 0.832 -0.040 -0.035 0.003
H -0.426 -4.309 -0.257 -0.133 -0.004 -0.099
H -1.134 -2.930 -1.098 0.058 0.117 -0.193
H -1.779 -3.636 1.791 -0.036 -0.046 0.002
H -2.722 -4.275 0.443 -0.010 -0.029 -0.008
H -3.928 -2.426 1.422 0.007 -0.072 -0.053
H -3.440 -2.079 -0.237 -0.016 0.096 -0.032
H -3.162 -2.024 3.461 0.009 -0.014 0.002
H -4.457 -1.215 5.151 -0.051 0.062 0.019
H -5.455 0.928 5.388 -0.036 -0.003 0.012
H -5.057 2.778 3.972 -0.018 -0.014 0.065
H -3.430 3.082 2.402 0.036 0.071 0.026
H -1.257 3.436 2.916 0.110 0.049 0.022
H -1.559 3.573 1.197 -0.093 -0.046 -0.053
H 0.567 4.361 1.385 0.030 -0.017 0.023
H 0.848 2.763 0.758 -0.169 0.055 0.055
C 0.497 -1.984 -4.757 0.261 -0.059 0.204
O 1.666 -2.329 -3.977 -0.045 0.055 -0.035
C 1.599 -1.957 -2.689 0.122 0.123 0.282
O 0.619 -1.449 -2.182 -0.036 0.106 -0.090
N 2.757 -2.211 -2.033 0.389 -0.261 -0.749
N 3.054 -1.751 -0.731 -0.335 -0.473 0.656
H 0.761 -2.232 -5.781 -0.021 0.007 0.015
H 0.271 -0.924 -4.660 -0.025 0.009 -0.011
H -0.351 -2.578 -4.421 -0.039 0.036 -0.031
H 3.565 -2.446 -2.613 -0.496 0.342 0.436
H 2.961 -2.573 -0.110 0.062 0.542 -0.262
H 2.303 -1.136 -0.380 0.325 -0.286 -0.528
N 5.325 0.538 -4.699 0.239 0.042 -0.092
C 4.023 0.992 -4.444 0.056 0.003 -0.076
C 3.493 0.896 -3.171 -0.366 -0.215 0.071
C 2.185 1.292 -2.908 0.195 -0.191 -0.008
C 1.391 1.779 -3.921 0.702 -0.302 -0.647
C 1.927 1.887 -5.212 0.042 -0.117 0.375
C 3.221 1.498 -5.467 0.093 -0.029 0.026
S -0.251 2.326 -3.762 -0.699 0.479 0.468
O -1.022 1.667 -4.794 0.234 -0.086 -0.344
O -0.197 3.766 -3.797 0.241 0.139 -0.271
N -0.650 1.751 -2.311 -2.189 0.400 0.230
C -2.016 1.983 -2.047 1.153 -0.638 0.351
N -2.680 2.882 -2.770 -0.487 0.145 -0.065
C -3.961 3.002 -2.517 -0.764 -0.096 0.347
C -4.655 2.278 -1.533 0.118 0.501 -0.536
C -3.891 1.413 -0.793 0.297 0.053 -0.143
N -2.599 1.258 -1.036 0.080 0.721 -1.158
H 5.942 0.599 -3.897 -0.097 -0.001 -0.189
H 5.754 0.940 -5.524 -0.112 -0.055 0.225
H 4.104 0.493 -2.373 -0.314 -0.250 -0.291
H 1.799 1.223 -1.900 -0.028 0.016 -0.037
H 1.327 2.275 -6.017 -0.229 0.066 -0.074
H 3.615 1.582 -6.470 0.088 0.003 -0.112
H -4.492 3.726 -3.124 -0.079 0.080 -0.068
H -5.711 2.400 -1.359 -0.085 0.081 -0.026
H -4.298 0.816 0.009 -0.040 -0.117 0.185
C 5.151 2.052 -0.562 0.883 -0.288 -0.068
S 3.634 2.920 -0.449 -1.221 0.366 -1.304
O 3.471 3.655 -1.753 0.232 -0.198 1.021
C 4.102 4.111 0.766 0.197 0.406 0.290
C 3.755 5.428 0.501 0.186 -0.062 0.339
C 4.027 6.397 1.460 -0.135 0.048 -0.204
C 4.631 6.055 2.656 0.046 -0.099 0.070
C 4.975 4.733 2.908 -0.016 0.052 -0.039
C 4.707 3.755 1.967 0.014 0.259 -0.129
H 5.921 2.765 -0.847 0.158 -0.024 -0.041
H 5.022 1.287 -1.322 0.214 0.295 0.273
H 5.383 1.565 0.375 0.080 -0.079 0.275
H 3.295 5.672 -0.442 -0.088 0.010 -0.163
H 3.757 7.425 1.266 -0.006 0.054 -0.014
H 4.835 6.817 3.393 0.021 0.064 0.080
H 5.445 4.462 3.841 0.048 -0.022 0.100
H 4.961 2.732 2.181 0.028 -0.216 0.016
```
Positions in Å, forces in eV/Å.

LUMO: 2.04 eV
Multiplicity: 1
Highest occupied orbital energy: -3.85 eV
Total charge: -1

Record 3
Entry from the Open Molecules 2025 dataset: C41H49F3N2O3P2RuSSeSi2 as an isolated structure (the ωB97M-V functional and the def2-TZVPD basis).

```
105
Properties=species:S:1:pos:R:3:forces:R:3
Ru -0.132 -0.870 -0.345 0.091 -0.143 0.658
C 1.282 0.519 -4.222 -0.023 -0.049 0.043
Si -0.116 1.204 -3.181 0.021 0.009 0.077
C -1.764 0.448 -3.676 0.018 -0.023 -0.003
C -0.264 3.054 -3.533 0.016 -0.029 -0.114
N 0.263 0.938 -1.511 0.182 0.182 -0.121
P 0.015 1.805 -0.179 -0.248 -0.115 -0.205
C 0.131 0.674 1.075 -0.191 -0.004 -0.092
P 1.616 -0.016 1.514 0.346 0.236 0.312
N 1.761 -1.249 0.508 -0.552 -0.530 -0.170
Si 2.679 -2.708 0.336 0.283 0.028 -0.153
C 1.804 -4.298 0.767 -0.163 0.112 0.027
C 3.281 -2.785 -1.436 0.015 -0.016 0.049
C 4.195 -2.622 1.461 -0.021 0.023 -0.066
C 1.613 -0.465 3.282 0.122 0.051 -0.054
C 0.394 -0.590 3.941 -0.001 -0.020 -0.104
C 0.358 -0.978 5.272 -0.044 0.009 -0.002
C 1.538 -1.232 5.954 0.046 -0.017 0.032
C 2.760 -1.099 5.308 -0.013 -0.005 0.029
C 2.796 -0.716 3.976 -0.028 0.017 -0.039
C 3.113 1.020 1.349 -0.019 -0.028 0.046
C 3.899 0.871 0.209 -0.071 -0.038 0.059
C 5.025 1.659 0.028 0.034 0.011 -0.026
C 5.362 2.616 0.975 0.031 0.021 -0.016
C 4.570 2.788 2.101 -0.008 -0.013 -0.008
C 3.453 1.988 2.289 -0.044 0.027 0.031
C -1.682 2.490 -0.305 0.117 0.086 0.079
C -1.988 3.846 -0.281 -0.006 0.043 -0.023
C -3.295 4.282 -0.470 0.037 -0.014 0.004
C -4.307 3.364 -0.692 -0.009 -0.055 -0.007
C -4.011 2.005 -0.725 -0.093 0.048 -0.027
C -2.710 1.579 -0.536 0.061 -0.079 0.024
C 1.067 3.268 0.034 -0.027 0.006 0.067
C 0.912 4.050 1.179 -0.021 -0.014 -0.028
C 1.724 5.151 1.388 0.026 0.022 0.010
C 2.712 5.466 0.462 0.012 0.025 0.011
C 2.892 4.672 -0.660 0.008 -0.010 -0.020
C 2.070 3.573 -0.874 -0.005 -0.018 0.014
H 1.030 0.515 -5.285 -0.006 0.014 -0.006
H 1.491 -0.508 -3.917 0.020 0.040 -0.014
H 2.193 1.108 -4.089 0.006 0.007 0.026
H -1.716 0.030 -4.684 0.004 0.025 -0.041
H -2.554 1.204 -3.664 0.001 0.002 0.047
H -2.065 -0.369 -3.019 0.017 -0.035 0.003
H -0.367 3.192 -4.614 -0.016 0.013 0.002
H 0.604 3.632 -3.210 -0.013 -0.010 -0.009
H -1.153 3.480 -3.064 0.002 -0.002 0.040
H 0.937 -4.463 0.127 0.021 -0.017 -0.006
H 1.464 -4.291 1.805 0.007 -0.012 -0.003
H 2.491 -5.139 0.635 0.064 0.024 -0.003
H 2.432 -2.769 -2.119 0.023 0.015 -0.016
H 3.857 -3.694 -1.627 -0.015 -0.022 0.031
H 3.924 -1.930 -1.667 -0.022 0.011 -0.012
H 3.933 -2.871 2.490 0.004 0.032 0.051
H 4.684 -1.645 1.448 -0.005 0.013 0.004
H 4.927 -3.359 1.121 -0.015 -0.021 -0.011
H -0.512 -0.389 3.383 -0.012 -0.009 0.058
H -0.595 -1.086 5.776 -0.006 0.004 -0.009
H 1.509 -1.534 6.995 -0.008 0.000 -0.002
H 3.681 -1.292 5.843 0.006 0.003 -0.011
H 3.748 -0.603 3.473 0.025 -0.023 0.014
H 3.609 0.129 -0.526 0.029 0.012 -0.016
H 5.638 1.530 -0.855 -0.004 -0.003 -0.002
H 6.240 3.235 0.831 -0.001 -0.002 0.000
H 4.825 3.544 2.834 -0.007 -0.002 0.006
H 2.841 2.111 3.176 0.012 0.018 -0.004
H -1.201 4.574 -0.136 -0.010 0.031 0.008
H -3.517 5.342 -0.454 0.018 0.004 0.002
H -5.325 3.702 -0.847 -0.004 -0.005 0.002
H -4.789 1.274 -0.900 0.006 -0.004 0.000
H -2.501 0.513 -0.569 -0.021 -0.001 0.004
H 0.152 3.783 1.906 -0.001 0.013 0.007
H 1.597 5.759 2.275 -0.005 -0.003 0.000
H 3.354 6.322 0.627 -0.005 0.001 0.003
H 3.680 4.904 -1.366 0.000 -0.008 -0.004
H 2.212 2.931 -1.735 0.024 0.017 0.006
C -7.130 -1.674 -0.265 0.017 -0.022 0.000
C -5.695 -1.909 0.128 0.006 -0.029 -0.017
C -5.023 -3.063 -0.241 0.002 0.020 0.015
C -3.691 -3.286 0.103 0.006 -0.032 -0.032
C -3.076 -4.619 -0.218 0.041 -0.013 0.015
C -2.988 -2.293 0.800 -0.139 0.065 0.114
Se -1.124 -2.554 1.210 0.278 0.347 -0.399
C -3.677 -1.155 1.254 0.013 0.018 0.011
C -3.055 -0.144 2.178 0.018 -0.058 0.092
C -5.011 -0.980 0.900 -0.052 0.008 -0.049
H -7.494 -2.477 -0.906 -0.010 0.002 0.000
H -7.242 -0.734 -0.808 -0.003 0.002 -0.004
H -7.778 -1.622 0.613 -0.004 0.003 -0.002
H -5.544 -3.822 -0.816 -0.003 -0.010 -0.001
H -3.741 -5.199 -0.858 -0.009 -0.016 -0.009
H -2.909 -5.176 0.709 -0.010 -0.013 -0.015
H -2.112 -4.528 -0.708 -0.015 0.023 0.006
H -2.023 0.095 1.919 -0.024 0.025 -0.074
H -3.042 -0.542 3.199 0.003 -0.011 -0.011
H -3.637 0.779 2.183 -0.013 0.001 0.019
H -5.534 -0.091 1.244 0.035 0.010 0.012
F 1.285 -3.401 -4.514 0.016 0.001 -0.007
C -0.042 -3.263 -4.426 -0.047 -0.013 0.060
F -0.389 -2.174 -5.121 -0.035 0.005 -0.010
F -0.608 -4.324 -5.016 0.012 0.007 0.002
S -0.580 -3.156 -2.666 0.477 0.649 0.201
O -0.065 -4.362 -2.081 0.001 -0.012 -0.056
O -2.004 -2.984 -2.714 -0.081 0.023 -0.115
O 0.155 -1.917 -2.257 -0.475 -0.840 -0.179
```
Positions in Å, forces in eV/Å.

LUMO (spin up / spin down): 2.38 / 2.38 eV
Multiplicity: 2
Highest occupied orbital energy (spin up / spin down): -4.56 / -4.58 eV
Total charge: -1